#1
Here is one molecule with the formula C4H8N4O2 from the Open Molecules 2025 dataset. Energies are from ωB97M-V/def2-TZVPD.

As for the structure (SMILES): [H]/N=C/NC/N=C\C=[N+](/[O-])O. The gap between HOMO and LUMO is 8.92 eV. Its total charge is 0.

CARTESIAN COORDINATES (ANGSTROEM)
1 C 0.830 1.367 0.276
2 C -1.438 1.295 -0.409
3 C 1.230 0.013 -0.067
4 C -2.005 -0.852 0.643
5 N -0.238 1.946 -0.047
6 N -1.575 -0.127 -0.406
7 N -2.032 -2.092 0.470
8 N 2.496 -0.219 -0.071
9 O 2.928 -1.439 -0.627
10 O 3.363 0.392 0.530
11 H 1.635 2.160 0.553
12 H -2.130 1.883 0.103
13 H -1.553 1.524 -1.450
14 H 0.634 -0.676 -0.766
15 H -2.424 -0.196 1.393
16 H -1.035 -0.612 -1.059
17 H 3.789 -1.697 -0.232
18 H -2.475 -2.669 1.164

***

#2
Here is a 2-piece molecular cluster, C4H8N4O2 overall from the Open Molecules 2025 dataset. Energies are from ωB97M-V/def2-TZVPD.

The gap between HOMO and LUMO (alpha / beta) is 7.75 / 7.75 eV. Its total charge is 0.

CARTESIAN COORDINATES (ANGSTROEM)
1 C 1.301 -1.961 -0.065
2 N 0.758 -0.650 -0.327
3 C 1.434 0.525 -0.217
4 C -1.796 -0.184 0.166
5 C -0.852 1.995 0.259
6 N -2.933 -0.840 0.288
7 O 2.630 0.357 0.449
8 N -1.719 1.085 0.367
9 N -0.791 3.203 0.081
10 O 1.298 1.510 -0.936
11 H 3.147 1.163 0.324
12 H -0.153 -0.584 -0.831
13 H -2.921 -1.844 0.352
14 H -3.838 -0.378 0.316
15 H 0.098 3.571 -0.230
16 H 2.217 -1.906 0.518
17 H 1.530 -2.483 -1.000
18 H 0.592 -2.579 0.489

***

Short version: #2 is the most stable of them.

***

#1
Here is one molecule with the formula C2HCl from the Open Molecules 2025 dataset. Energies are from ωB97M-V/def2-TZVPD.

The gap between HOMO and LUMO (alpha / beta) is 7.34 / 7.38 eV. Its total charge is 0.

CARTESIAN COORDINATES (ANGSTROEM)
1 C 0.779 0.898 0.031
2 C -1.241 -1.139 0.040
3 Cl -0.807 0.388 0.019
4 H 1.268 -0.148 -0.089

***

#2
Here is one molecule with the formula C2HCl from the Open Molecules 2025 dataset. Energies are from ωB97M-V/def2-TZVPD.

As for the structure (SMILES): C#CCl. The gap between HOMO and LUMO is 11.14 eV. Its total charge is 0.

CARTESIAN COORDINATES (ANGSTROEM)
1 Cl -2.157 0.067 0.399
2 C 0.756 -0.027 -0.133
3 C -0.433 0.077 0.062
4 H 1.834 -0.117 -0.327

***

Short version: #2 is the most stable of them.

***

#1
Here is an isolated ion of composition C6H12NS and charge +1 from the Open Molecules 2025 dataset. Energies are from ωB97M-V/def2-TZVPD.

As for the structure (SMILES): C=C[N+](=C)SCCC. The gap between HOMO and LUMO is 8.35 eV. Its total charge is +1.

CARTESIAN COORDINATES (ANGSTROEM)
1 C 3.291 1.181 0.434
2 C 1.412 -1.705 -0.126
3 C 2.985 -0.106 0.253
4 C -2.892 0.759 0.746
5 C -2.190 -0.424 0.015
6 C -1.303 0.114 -1.165
7 N 1.676 -0.461 -0.048
8 S 0.191 1.032 -0.615
9 H 4.201 1.620 0.643
10 H 2.668 2.028 0.405
11 H 0.510 -2.181 -0.604
12 H 1.890 -2.597 0.248
13 H 3.689 -0.844 0.373
14 H -3.616 1.103 0.062
15 H -3.283 0.280 1.573
16 H -2.108 1.617 1.070
17 H -2.829 -1.021 -0.534
18 H -1.749 -0.847 0.850
19 H -0.961 -0.655 -1.906
20 H -1.583 1.107 -1.674

***

#2
Here is C6H12NS as an isolated structure from the Open Molecules 2025 dataset. Energies are from ωB97M-V/def2-TZVPD.

The gap between HOMO and LUMO is 9.87 eV. Its total charge is +1.

CARTESIAN COORDINATES (ANGSTROEM)
1 C 0.462 -2.246 1.495
2 C 0.857 0.476 -0.184
3 C 0.372 -0.936 1.182
4 C -0.568 -0.067 1.953
5 C 0.121 1.657 -1.975
6 C -1.145 -0.303 -1.304
7 N -0.097 0.600 -0.999
8 S 2.259 1.390 0.128
9 H 0.863 -2.907 0.835
10 H -0.034 -2.516 2.487
11 H -1.376 0.317 1.447
12 H -0.926 -0.798 2.769
13 H 0.065 0.795 2.259
14 H -0.220 2.552 -1.698
15 H 1.164 1.777 -2.115
16 H -0.333 1.480 -2.981
17 H -0.934 -0.979 -2.153
18 H -1.409 -0.893 -0.471
19 H -2.043 0.264 -1.520
20 H 2.923 0.337 0.845

***

Short version: #2 is the most stable of them.